Entry 1:
Formula: C6H12O
Source: the OMol25 dataset
Level of theory: ωB97M-V/def2-TZVPD

Last column: Mulliken charge in e.
Element x y z (Å)
C -0.55 0.94 -1.68  -1.202
C 0.24 0.84 -0.41  0.703
O -0.48 0.84 0.75  -0.572
C -1.43 -1.96 0.07  -0.571
C -1.70 -1.78 1.37  -0.494
C 2.41 0.83 0.82  -1.101
C 1.53 0.90 -0.38  -0.284
H -1.26 0.11 -1.81  0.273
H 0.10 0.94 -2.56  0.328
H -1.11 1.87 -1.63  0.326
H -1.35 0.47 0.56  0.375
H -2.24 -2.18 -0.62  0.266
H -0.41 -2.01 -0.30  0.299
H -2.72 -1.71 1.73  0.276
H -0.94 -1.77 2.14  0.241
H 3.18 0.07 0.62  0.291
H 1.95 0.56 1.78  0.285
H 2.07 1.14 -1.30  0.279
H 2.72 1.88 0.87  0.284

Values from the calculation:
LUMO energy = 1.00 eV
Kohn-Sham gap = 0.34330 hartree
Relative energy (zero: lowest compared OMol25 entry of this formula, charge and spin) = 47.8 kcal/mol
2S+1 = 1

Entry 2:
Formula: C6H12O
Source: the OMol25 dataset
Level of theory: ωB97M-V/def2-TZVPD

Last column: Mulliken charge in e.
Element x y z (Å)
C 1.41 0.75 -2.21  -0.845
C 1.41 1.30 -0.86  0.073
C 2.55 1.39 -0.10  -0.724
H 1.00 1.47 -2.94  0.250
H 2.44 0.47 -2.52  0.300
H 0.79 -0.15 -2.28  0.233
H 0.46 1.79 -0.49  0.226
H 2.43 1.79 0.91  0.272
H 3.48 0.91 -0.42  0.249
C -2.40 0.12 1.14  -0.866
C -1.43 -0.76 0.80  0.671
O -0.72 -0.65 -0.41  -0.486
C -1.02 -1.90 1.70  -1.088
H -3.03 -0.09 2.02  0.243
H -2.44 1.11 0.71  0.271
H 0.21 -0.88 -0.29  0.295
H -1.63 -2.00 2.62  0.328
H -1.09 -2.83 1.12  0.292
H 0.03 -1.76 1.96  0.306

Values from the calculation:
LUMO energy = 0.88 eV
Kohn-Sham gap = 0.36061 hartree
Relative energy (zero: lowest compared OMol25 entry of this formula, charge and spin) = 47.3 kcal/mol
2S+1 = 1

Entry 3:
Formula: C6H12O
Source: the OMol25 dataset
Level of theory: ωB97M-V/def2-TZVPD

Last column: Mulliken charge in e.
Element x y z (Å)
C 2.49 -0.54 -0.44  -0.599
O 1.25 -0.88 -0.16  -0.249
C 0.35 -0.06 0.28  0.078
C 0.10 1.36 -0.14  -0.516
C -1.38 1.12 0.25  -0.630
C -1.11 -0.40 0.46  0.228
C -1.72 -1.32 -0.59  -1.475
H 2.69 0.48 -0.75  0.333
H 3.10 -1.36 -0.78  0.230
H 2.45 0.11 1.47  0.077
H 1.72 0.24 1.74  0.055
H 0.62 2.17 0.38  0.230
H 0.25 1.51 -1.22  0.287
H -2.11 1.34 -0.53  0.311
H -1.68 1.64 1.16  0.260
H -1.38 -0.76 1.46  0.302
H -2.81 -1.35 -0.49  0.393
H -1.49 -0.96 -1.60  0.343
H -1.34 -2.34 -0.50  0.342

Values from the calculation:
LUMO energy (alpha / beta) = 0.91 / 0.90 eV
Kohn-Sham gap (alpha / beta) = 0.29972 / 0.29683 hartree
Relative energy (zero: lowest compared OMol25 entry of this formula, charge and spin) = 118.1 kcal/mol
2S+1 = 1

Entry 4:
Formula: C6H12O
Source: the OMol25 dataset
Level of theory: ωB97M-V/def2-TZVPD

Last column: Mulliken charge in e.
Element x y z (Å)
C -0.62 1.86 -1.84  -0.615
O 0.19 0.74 -1.46  -0.069
C -0.40 -0.43 -1.49  -0.547
C 0.54 -1.39 -0.80  -0.282
C -0.04 -1.65 0.62  -0.668
C -0.49 -0.36 1.32  -0.376
C 0.67 0.59 1.64  -1.133
H -1.01 2.31 -0.93  0.267
H -1.44 1.53 -2.48  0.339
H 0.03 2.58 -2.35  0.259
H -1.22 0.14 0.67  0.232
H 0.55 -2.34 -1.35  0.332
H 1.56 -1.00 -0.73  0.280
H 0.72 -2.16 1.22  0.344
H -0.90 -2.33 0.54  0.324
H -1.03 -0.61 2.24  0.381
H 1.31 0.17 2.42  0.368
H 1.28 0.79 0.76  0.272
H 0.29 1.56 2.00  0.292

Values from the calculation:
LUMO energy = 1.05 eV
Kohn-Sham gap = 0.34414 hartree
Relative energy (zero: lowest compared OMol25 entry of this formula, charge and spin) = 70.4 kcal/mol
2S+1 = 1

Entry 5:
Formula: C6H12O
Source: the OMol25 dataset
Level of theory: ωB97M-V/def2-TZVPD

Last column: Mulliken charge in e.
Element x y z (Å)
C 1.44 1.17 0.15  -1.445
C 0.66 -0.14 0.14  0.579
C 1.52 -1.30 -0.36  -1.499
C -0.62 0.04 -0.65  -0.217
C -1.83 -0.83 -0.40  -0.790
C -1.81 0.58 0.16  -0.314
O -1.64 0.64 1.58  -0.558
H 0.81 2.01 0.48  0.361
H 2.31 1.12 0.81  0.380
H 1.80 1.42 -0.86  0.335
H 0.34 -0.36 1.16  0.340
H 2.41 -1.42 0.29  0.376
H 1.88 -1.12 -1.38  0.333
H 0.96 -2.24 -0.34  0.373
H -0.45 0.32 -1.70  0.471
H -2.41 -1.16 -1.27  0.289
H -1.77 -1.57 0.39  0.248
H -2.50 1.40 0.05  0.424
H -1.11 1.44 1.75  0.315

Values from the calculation:
LUMO energy = 1.00 eV
Kohn-Sham gap = 0.39363 hartree
Relative energy (zero: lowest compared OMol25 entry of this formula, charge and spin) = 36.2 kcal/mol
2S+1 = 1

Entry 6:
Formula: C6H12O
Source: the OMol25 dataset
Level of theory: ωB97M-V/def2-TZVPD

Last column: Mulliken charge in e.
Element x y z (Å)
C -1.79 -1.01 -0.70  -1.589
C -0.78 0.03 -0.21  0.802
C -1.46 1.13 0.61  -1.517
C 0.29 -0.65 0.61  -0.147
O 1.14 -1.56 -0.08  -0.482
C 1.74 -0.40 0.48  0.092
C 2.35 0.60 -0.46  -1.308
H -2.55 -0.54 -1.34  0.400
H -1.27 -1.78 -1.28  0.358
H -2.30 -1.50 0.14  0.350
H -0.31 0.49 -1.09  0.078
H -1.94 0.72 1.51  0.338
H -2.24 1.63 0.02  0.404
H -0.74 1.90 0.93  0.341
H -0.06 -1.03 1.58  0.468
H 2.35 -0.62 1.36  0.430
H 1.66 0.90 -1.25  0.353
H 3.24 0.18 -0.93  0.340
H 2.66 1.50 0.10  0.289

Values from the calculation:
LUMO energy = 1.11 eV
Kohn-Sham gap = 0.41030 hartree
Relative energy (zero: lowest compared OMol25 entry of this formula, charge and spin) = 25.4 kcal/mol
2S+1 = 1

Entry 7:
Formula: C6H12O
Source: the OMol25 dataset
Level of theory: ωB97M-V/def2-TZVPD

Last column: Mulliken charge in e.
Element x y z (Å)
C -0.89 1.48 -1.87  -0.986
C -0.70 2.36 -0.68  0.075
C 0.45 2.90 -0.31  -0.778
H -1.54 1.99 -2.58  0.326
H 0.06 1.24 -2.35  0.286
H -1.41 0.55 -1.60  0.269
H -1.60 2.59 -0.12  0.272
H 0.52 3.61 0.51  0.295
H 1.35 2.70 -0.89  0.253
C 0.42 -3.41 0.75  -1.044
C 0.04 -2.11 1.38  -0.069
C 0.55 -0.94 1.03  -0.181
O 0.12 0.25 1.58  -0.529
H -0.42 -3.83 0.19  0.272
H 1.24 -3.27 0.04  0.296
H 0.80 -4.10 1.51  0.290
H -0.63 -2.12 2.24  0.347
H 1.26 -0.84 0.22  0.276
H 0.38 0.94 0.96  0.328

Values from the calculation:
LUMO energy = 1.05 eV
Kohn-Sham gap = 0.34967 hartree
Relative energy (zero: lowest compared OMol25 entry of this formula, charge and spin) = 40.5 kcal/mol
2S+1 = 1

Entry 8:
Formula: C6H12O
Source: the OMol25 dataset
Level of theory: ωB97M-V/def2-TZVPD

Last column: Mulliken charge in e.
Element x y z (Å)
C -0.48 1.79 0.53  -1.609
C 0.10 0.69 -0.34  1.039
C -0.15 0.88 -1.83  -1.513
O 1.44 0.21 -0.10  -0.598
C 0.35 -0.63 0.28  1.278
C 0.26 -0.80 1.79  -1.492
C 0.09 -1.91 -0.48  -1.357
H -0.66 2.71 -0.02  0.443
H 0.16 2.02 1.39  0.371
H -1.44 1.44 0.92  0.302
H -0.46 -0.03 -2.35  0.350
H 0.79 1.21 -2.29  0.318
H -0.90 1.64 -2.02  0.364
H -0.76 -1.03 2.12  0.318
H 0.92 -1.63 2.08  0.386
H 0.61 0.09 2.31  0.371
H 0.82 -2.68 -0.22  0.343
H 0.11 -1.77 -1.56  0.388
H -0.90 -2.27 -0.20  0.299

Values from the calculation:
LUMO energy = 0.96 eV
Kohn-Sham gap = 0.39961 hartree
Relative energy (zero: lowest compared OMol25 entry of this formula, charge and spin) = 24.2 kcal/mol
2S+1 = 1

Entry 9:
Formula: C6H12O
Source: the OMol25 dataset
Level of theory: ωB97M-V/def2-TZVPD

Last column: Mulliken charge in e.
Element x y z (Å)
C -0.86 1.10 -3.10  -0.870
C 0.31 0.82 -2.09  -0.377
C 0.13 0.68 -0.73  -0.196
C 0.85 -0.43 -0.02  -0.074
C 0.70 -1.06 1.20  0.228
C 1.62 -2.21 1.42  -1.123
H -1.56 1.85 -2.62  0.289
H -0.45 1.47 -4.10  0.285
H -1.30 0.13 -3.44  0.225
H 1.10 0.24 -2.53  0.286
H -0.55 1.24 -0.03  0.272
H 1.92 -0.64 -0.48  0.163
H 0.12 -0.53 1.91  -0.017
H 1.64 -2.74 0.43  0.306
H 1.12 -2.81 2.17  0.360
H 2.70 -2.02 1.92  0.224
H -2.83 0.52 3.08  0.331
H -1.25 0.76 2.81  0.352
O -2.15 1.14 2.60  -0.666

Values from the calculation:
LUMO energy = 0.73 eV
Kohn-Sham gap = 0.32372 hartree
Relative energy (zero: lowest compared OMol25 entry of this formula, charge and spin) = 82.1 kcal/mol
2S+1 = 1

Entry 10:
Formula: C6H12O
Source: the OMol25 dataset
Level of theory: ωB97M-V/def2-TZVPD

Last column: Mulliken charge in e.
Element x y z (Å)
C -0.99 -1.48 0.39  -1.300
C -0.43 -0.41 -0.55  0.591
C -1.37 0.74 -0.84  -1.350
C 0.09 1.24 1.87  -0.536
O 1.00 0.84 1.02  -0.298
C 0.88 0.18 -0.10  0.396
C 2.17 -0.17 -0.75  -1.223
H -1.95 -1.85 0.02  0.406
H -0.30 -2.33 0.45  0.347
H -1.14 -1.10 1.41  0.247
H -0.22 -0.90 -1.51  0.272
H -1.87 1.25 -0.01  0.280
H -2.18 0.44 -1.51  0.422
H -0.96 0.99 1.80  0.234
H 0.44 1.95 2.59  0.273
H -0.70 1.43 -1.47  0.312
H 2.39 -1.24 -0.67  0.248
H 2.15 0.06 -1.82  0.296
H 3.01 0.37 -0.31  0.386

Values from the calculation:
LUMO energy (alpha / beta) = 1.02 / 1.03 eV
Kohn-Sham gap (alpha / beta) = 0.29257 / 0.28031 hartree
Relative energy (zero: lowest compared OMol25 entry of this formula, charge and spin) = 86.8 kcal/mol
2S+1 = 1

Entry 11:
Formula: C6H12O
Source: the OMol25 dataset
Level of theory: ωB97M-V/def2-TZVPD

Last column: Mulliken charge in e.
Element x y z (Å)
C 0.78 1.96 1.78  -1.078
C 0.06 2.25 0.44  -0.573
C -0.86 -1.51 -1.94  -0.701
C -1.44 -0.27 -2.01  -0.149
C -1.42 0.69 -0.86  -0.261
C -0.20 1.02 -0.36  -0.312
H 1.71 1.45 1.53  0.301
H 0.99 2.86 2.40  0.331
H 0.11 1.32 2.36  0.286
H -0.79 2.79 0.66  0.354
H 0.73 2.92 -0.13  0.280
H -0.72 -2.13 -2.84  0.264
H -0.74 -1.98 -0.93  0.253
H -2.06 0.02 -2.87  0.327
H -2.17 0.60 -0.08  0.279
H 0.62 0.37 -0.57  0.402
H 2.10 -4.30 1.82  0.302
H 1.63 -4.31 0.44  0.310
O 1.68 -3.75 1.18  -0.612

Values from the calculation:
LUMO energy = 0.84 eV
Kohn-Sham gap = 0.34304 hartree
Relative energy (zero: lowest compared OMol25 entry of this formula, charge and spin) = 75.1 kcal/mol
2S+1 = 1

Entry 12:
Formula: C6H12O
Source: the OMol25 dataset
Level of theory: ωB97M-V/def2-TZVPD

Last column: Mulliken charge in e.
Element x y z (Å)
C -2.77 0.29 -0.12  -1.233
C -1.36 0.62 0.34  -0.357
C -0.40 -0.56 0.13  -0.589
C 0.97 -0.24 0.67  -0.237
C 2.22 -1.02 0.35  -0.846
C 1.99 0.32 -0.28  -0.021
O 1.74 0.26 -1.66  -0.520
H -2.77 0.03 -1.19  0.315
H -3.16 -0.57 0.43  0.304
H -3.45 1.13 0.02  0.356
H -1.37 0.89 1.41  0.293
H -0.97 1.50 -0.19  0.285
H -0.30 -0.75 -0.94  0.287
H -0.81 -1.46 0.60  0.329
H 0.98 0.22 1.66  0.441
H 2.11 -1.83 -0.36  0.252
H 2.97 -1.18 1.11  0.277
H 2.42 1.24 0.10  0.351
H 1.97 1.11 -2.06  0.311

Values from the calculation:
LUMO energy = 0.89 eV
Kohn-Sham gap = 0.37190 hartree
Relative energy (zero: lowest compared OMol25 entry of this formula, charge and spin) = 31.0 kcal/mol
2S+1 = 1

Entry 13:
Formula: C6H12O
Source: the OMol25 dataset
Level of theory: ωB97M-V/def2-TZVPD

Last column: Mulliken charge in e.
Element x y z (Å)
C -0.75 0.06 2.13  -1.072
C -0.05 1.08 1.23  -0.262
C -0.53 1.06 -0.19  -0.154
C 0.27 1.20 -1.30  -0.774
C 0.46 -0.70 -1.68  0.072
C 1.04 -1.55 -0.57  -0.882
O -0.71 -1.28 -2.05  -0.414
H -0.38 0.14 3.16  0.346
H -0.59 -0.96 1.78  0.206
H -1.83 0.24 2.15  0.303
H 1.04 0.93 1.26  0.271
H -0.21 2.08 1.66  0.320
H -1.60 0.91 -0.35  0.278
H 1.31 1.50 -1.18  0.265
H -0.16 1.51 -2.26  0.316
H 1.73 -2.27 -1.04  0.338
H 0.31 -2.14 0.00  0.210
H 1.65 -0.94 0.10  0.275
H -1.01 -0.86 -2.86  0.360

Values from the calculation:
LUMO energy (alpha / beta) = 0.76 / 0.76 eV
Kohn-Sham gap (alpha / beta) = 0.28266 / 0.28268 hartree
Relative energy (zero: lowest compared OMol25 entry of this formula, charge and spin) = 92.2 kcal/mol
2S+1 = 1